Entry from OMol25: a molecular structure, C54H57BBiF5N10OSSi2 (the ωB97M-V functional and the def2-TZVPD basis).

```
132
Properties=species:S:1:pos:R:3:forces:R:3
Bi 0.2608 -0.8150 -0.2866 -0.11 0.08 0.26
C -0.7031 5.0600 -2.7435 0.00 -0.01 0.04
C 0.2101 3.9423 -2.3548 0.04 0.02 -0.02
C 1.5606 3.8651 -2.6014 0.07 0.00 0.02
C 1.9572 2.6377 -2.0404 -0.01 0.01 -0.01
N 0.9134 2.0204 -1.4952 0.06 0.05 0.10
N -0.1539 2.8209 -1.6842 -0.11 0.01 -0.05
B -1.6052 2.6088 -1.1108 0.04 0.00 0.02
N -2.3567 1.3481 -1.5441 0.06 0.10 -0.13
N -2.1136 0.0513 -1.1491 -0.09 0.05 0.11
C -3.1014 -0.7229 -1.6241 0.03 -0.01 -0.11
C -4.0026 0.1107 -2.3514 -0.02 -0.07 -0.03
C -3.4978 1.3779 -2.2780 -0.12 -0.05 0.00
C -4.0948 2.5936 -2.9146 0.02 0.03 0.04
C -3.1892 -2.1595 -1.4813 -0.03 -0.07 0.02
C -2.0438 -2.9549 -0.9050 -0.02 0.00 -0.23
C -2.4220 -4.3739 -0.6099 0.04 -0.02 -0.02
C -3.5323 -4.9457 -1.1176 -0.08 0.08 0.03
C -4.4992 -4.2006 -1.8569 -0.01 -0.08 -0.04
C -4.3080 -2.8334 -1.9557 0.06 0.02 0.05
N -1.6023 2.9131 0.4188 -0.15 -0.17 -0.07
N -0.8513 2.2733 1.3339 0.23 0.13 -0.04
C -1.0894 2.8670 2.4991 -0.04 0.08 0.00
C -2.0279 3.9057 2.3387 0.02 -0.05 0.08
C -2.3388 3.8902 1.0004 0.04 0.11 0.06
C -3.3230 4.7664 0.2962 -0.03 -0.05 -0.03
C -0.4487 2.4342 3.7511 0.03 0.00 0.01
C -0.7010 3.1126 4.9455 0.06 0.04 -0.01
C -0.1173 2.7060 6.1354 -0.02 -0.01 0.01
C 0.7310 1.6070 6.1562 -0.04 0.00 0.01
C 0.9838 0.9222 4.9749 0.05 -0.01 0.00
C 0.3991 1.3285 3.7850 -0.02 -0.02 -0.03
C 3.3066 2.0523 -2.0930 0.02 -0.03 0.01
C 4.3990 2.8560 -2.4232 0.01 0.02 0.00
C 5.6724 2.3222 -2.5485 0.02 0.00 0.01
C 5.8827 0.9645 -2.3549 -0.01 0.01 -0.01
C 4.8084 0.1554 -2.0081 -0.01 0.01 0.04
C 3.5409 0.6960 -1.8646 0.00 0.04 0.07
H -0.1425 5.7686 -3.3543 0.00 0.01 0.00
H -1.0852 5.5902 -1.8692 0.00 -0.01 -0.02
H -1.5610 4.7085 -3.3162 0.01 0.01 0.00
H 2.1583 4.5920 -3.1266 -0.01 -0.02 -0.03
H -2.2320 3.5049 -1.5914 0.05 -0.01 0.02
H -4.8883 -0.1821 -2.8895 -0.01 0.00 0.01
H -4.9768 2.2861 -3.4769 0.00 0.00 -0.01
H -3.3999 3.0770 -3.6048 0.00 0.00 0.01
H -4.4034 3.3410 -2.1800 0.03 -0.03 -0.05
H -1.1814 -2.9822 -1.6072 0.06 0.08 0.04
H -1.7330 -4.9374 0.0111 0.01 -0.03 -0.04
H -3.7244 -5.9949 -0.9067 0.03 -0.01 0.00
H -5.3916 -4.6729 -2.2468 -0.02 0.01 0.03
H -5.0941 -2.2452 -2.4199 0.00 0.01 0.00
H -2.4391 4.5685 3.0820 -0.04 -0.03 0.01
H -3.7655 5.4471 1.0238 -0.01 0.01 0.01
H -4.1269 4.1805 -0.1538 0.03 0.02 0.02
H -2.8621 5.3587 -0.4958 -0.02 -0.02 0.01
H -1.3635 3.9692 4.9457 -0.02 0.00 -0.01
H -0.3365 3.2421 7.0516 0.00 0.01 0.00
H 1.1738 1.2752 7.0876 0.02 0.00 0.00
H 1.6295 0.0533 4.9769 0.04 -0.05 -0.04
H 0.5813 0.7776 2.8710 0.03 -0.04 -0.03
H 4.2495 3.9168 -2.5811 -0.01 0.00 0.00
H 6.5039 2.9703 -2.8008 -0.01 0.00 -0.01
H 6.8716 0.5390 -2.4747 0.00 0.00 0.02
H 4.9527 -0.9055 -1.8569 -0.01 -0.05 0.04
H 2.7116 0.0589 -1.5863 0.03 -0.01 -0.01
C 3.7562 -2.6625 0.2593 -0.03 0.09 0.05
Si 1.9164 -2.9803 -0.2058 0.34 -0.38 -0.14
C 1.4778 -4.4983 0.8541 -0.15 0.10 0.03
C 2.0831 -3.6399 -1.9935 -0.08 0.05 -0.02
C 2.8242 -4.8053 -2.2246 0.04 0.00 -0.01
C 3.0295 -5.2997 -3.5021 0.01 0.01 0.00
C 2.4921 -4.6219 -4.5904 0.00 0.00 0.00
C 1.7479 -3.4734 -4.3782 -0.01 0.02 -0.01
C 1.5233 -2.9652 -3.0917 0.01 0.00 0.10
Si 0.3886 -1.4383 -2.9117 0.06 -0.09 -0.53
C -1.1172 -1.8654 -3.9777 -0.13 0.04 0.23
C 1.1350 -0.0406 -3.9662 0.10 0.05 0.10
H 4.4123 -3.1509 -0.4668 -0.01 -0.01 -0.01
H 3.9833 -3.0876 1.2412 -0.01 -0.02 -0.04
H 4.0075 -1.6017 0.3024 0.00 0.03 -0.02
H 2.3538 -5.1409 0.9889 0.00 -0.02 -0.03
H 0.6830 -5.0850 0.3894 -0.02 0.03 0.00
H 1.1194 -4.2012 1.8441 0.01 0.01 0.00
H 3.2535 -5.3406 -1.3817 0.00 0.00 0.00
H 3.6050 -6.2068 -3.6526 -0.01 0.00 0.00
H 2.6442 -4.9960 -5.5970 0.00 0.00 0.00
H 1.3188 -2.9617 -5.2342 0.01 -0.01 -0.01
H -0.7762 -1.9058 -5.0167 0.05 -0.02 0.01
H -1.8807 -1.0895 -3.9050 -0.02 0.04 -0.02
H -1.5906 -2.8142 -3.7285 -0.02 0.00 0.05
H 0.9552 -0.2633 -5.0216 0.01 -0.06 -0.02
H 2.2085 0.0981 -3.8266 -0.11 -0.02 -0.05
H 0.6432 0.9068 -3.7321 -0.01 -0.05 -0.07
C 5.1975 -1.3836 4.8548 -0.03 0.01 -0.02
C 4.3614 -2.2622 3.9424 0.02 0.01 -0.02
N 3.3871 -1.4364 3.2680 -0.11 0.03 0.20
C 3.6460 -0.1556 2.8083 0.00 0.01 -0.03
N 2.8876 0.3128 1.9011 -0.06 0.12 -0.11
C 2.9862 1.7104 1.5013 0.03 -0.05 0.06
C 3.7966 2.5546 2.4766 -0.02 -0.08 0.01
C 5.0562 1.7832 2.8275 0.00 0.03 -0.04
N 4.6753 0.5318 3.4574 -0.03 0.00 0.06
C 5.7579 -0.2376 4.0340 0.00 -0.04 -0.03
H 6.0053 -1.9598 5.3098 0.00 -0.01 -0.01
H 4.5639 -0.9774 5.6468 0.03 0.00 0.03
H 3.8305 -3.0206 4.5209 0.00 -0.02 -0.02
H 5.0215 -2.7881 3.2356 0.01 0.01 0.00
H 2.7064 -1.8990 2.6841 -0.02 0.03 0.02
H 1.9715 2.1022 1.3939 -0.02 -0.01 -0.02
H 3.4421 1.7608 0.5084 -0.02 0.00 0.03
H 3.2211 2.7256 3.3905 0.00 0.03 0.00
H 4.0469 3.5223 2.0371 -0.01 0.00 -0.01
H 5.6927 2.3322 3.5269 -0.02 -0.01 0.02
H 5.6430 1.5994 1.9129 0.03 0.01 0.01
H 6.3559 0.4348 4.6544 -0.02 0.01 0.00
H 6.4243 -0.6409 3.2522 0.03 0.02 0.01
S -3.5442 -2.7041 1.8848 0.07 0.11 0.01
C -2.0831 -2.0776 1.3631 -0.20 -0.25 -0.05
N -1.4205 -2.2429 0.2544 0.11 0.09 0.22
F -3.9624 1.2779 6.3635 0.04 -0.04 -0.06
C -3.3536 0.6424 5.3469 0.02 0.05 0.00
C -2.4685 -0.3850 5.6031 0.02 0.01 0.05
F -2.2375 -0.7672 6.8709 0.02 0.03 -0.04
C -1.8332 -1.0218 4.5533 -0.02 -0.08 0.00
F -0.9936 -2.0264 4.8247 0.00 0.08 0.00
C -2.0685 -0.6529 3.2403 0.08 0.06 0.01
O -1.3584 -1.2387 2.2408 -0.01 0.12 0.01
C -2.9640 0.3840 2.9955 -0.05 -0.07 -0.07
F -3.2377 0.7534 1.7536 -0.06 -0.08 0.06
C -3.6021 1.0239 4.0403 -0.07 0.03 0.03
F -4.4697 2.0185 3.8008 0.05 -0.05 0.02
```
Positions in Å, forces in eV/Å.

Multiplicity = 1
HOMO energy = 0.044 eV
Total charge = -2
Maximum force = 0.537 eV/A
Energy above the lowest of the compared OMol25 structures with the same formula, charge and spin = 0.0 kcal/mol
LUMO level = 3.8 eV
HOMO-LUMO gap = 3.77 eV

---

Entry from OMol25: a molecular structure, C54H58Cl3N7OS2Ti (the ωB97M-V functional and the def2-TZVPD basis).

```
126
Properties=species:S:1:pos:R:3:forces:R:3
Ti 0.3934 -0.0619 -0.0762 -0.40 0.01 -0.18
C -3.9135 1.3300 4.8881 0.06 0.01 0.01
C -2.5009 0.7836 4.6938 -0.08 -0.01 -0.13
C -2.2082 0.1636 3.3541 0.07 0.00 0.01
C -3.0149 -0.4624 2.4357 -0.07 0.11 -0.10
C -4.4985 -0.6884 2.4001 0.08 -0.19 0.14
C -4.9242 -1.9464 3.1671 -0.03 0.06 -0.04
C -2.1404 -0.9497 1.4020 0.08 -0.28 0.06
C -2.4160 -1.9890 0.5110 -0.02 0.07 0.02
C -1.4325 -2.6065 -0.2337 -0.04 0.02 -0.07
C -1.5266 -3.9413 -0.7903 -0.03 0.03 0.04
C -2.6870 -4.8699 -0.6078 -0.03 0.10 -0.19
C -3.7643 -4.6572 -1.6779 0.01 -0.03 0.06
C -0.3576 -4.1763 -1.4315 0.07 0.03 0.02
C 0.4366 -2.9648 -1.3125 -0.12 0.06 -0.18
C 1.5799 -2.7198 -2.0465 -0.01 0.05 -0.01
C 2.3391 -1.5524 -1.9686 0.01 -0.01 -0.05
N 2.1001 -0.5892 -1.0575 0.31 -0.14 0.05
C 3.1681 0.2901 -1.0923 0.37 -0.54 0.61
C 3.6822 0.9396 0.0368 0.00 -0.08 -0.17
C 3.0437 0.6632 1.2674 -0.12 0.22 0.04
N 1.7258 0.3336 1.5045 0.47 -0.16 0.33
C 1.5492 0.3863 2.8679 -0.02 0.12 0.00
C 0.3109 0.4093 3.4836 -0.02 -0.03 -0.12
C -0.8691 0.0893 2.8266 -0.04 -0.07 0.15
N -0.8699 -0.5217 1.6063 0.07 0.07 0.13
C 2.8083 0.6184 3.5246 -0.01 -0.10 0.01
C 3.7307 0.7969 2.5372 0.00 0.04 -0.13
C 5.2024 1.0295 2.6535 -0.04 -0.06 -0.04
C 6.0178 -0.1587 2.1341 -0.01 0.01 0.04
C 3.0217 0.5429 5.0045 -0.05 -0.02 -0.09
C 3.0650 -0.9070 5.4995 -0.01 0.04 0.01
C 4.0333 -0.0858 -2.2015 0.01 0.14 0.02
C 3.5478 -1.2592 -2.7018 -0.03 0.02 -0.09
C 4.1752 -2.1963 -3.6902 0.02 0.02 0.13
C 5.1490 -3.1644 -3.0085 -0.01 0.00 -0.04
C 5.3043 0.6387 -2.5209 -0.05 0.05 -0.23
C 5.4369 1.0735 -3.9854 -0.04 -0.02 0.07
N -0.2149 -2.0527 -0.5279 0.22 -0.38 0.33
C 0.1125 -5.4505 -2.0583 0.05 0.07 0.02
C 1.0996 -6.1980 -1.1560 0.00 -0.01 -0.03
H -3.9840 1.8621 5.8393 -0.01 0.00 0.00
H -4.6601 0.5355 4.8977 -0.01 0.02 0.00
H -4.1713 2.0303 4.0902 -0.02 -0.02 0.01
H -2.2914 0.0482 5.4797 0.02 0.03 0.03
H -1.7927 1.6032 4.8408 0.01 -0.01 0.04
H -4.8050 -0.7762 1.3554 -0.03 0.02 0.00
H -5.0228 0.1748 2.8086 -0.03 0.03 -0.07
H -4.4196 -2.8265 2.7645 0.01 0.00 0.03
H -6.0034 -2.1072 3.0963 0.01 -0.01 0.01
H -4.6571 -1.8640 4.2236 0.01 -0.02 -0.01
H -3.4161 -2.4046 0.4852 0.03 -0.03 0.08
H -3.1192 -4.7210 0.3845 0.00 -0.03 0.02
H -2.3309 -5.9029 -0.6469 -0.03 -0.02 0.03
H -4.0840 -3.6142 -1.7018 0.00 -0.01 -0.02
H -4.6377 -5.2886 -1.4928 0.00 0.01 -0.01
H -3.3684 -4.8949 -2.6668 0.00 0.03 0.00
H 1.8890 -3.4797 -2.7537 0.04 -0.01 0.05
H 2.0815 2.3779 -0.1662 0.01 -0.05 -0.09
H 0.2683 0.6829 4.5312 -0.01 0.00 0.00
H 5.4656 1.2233 3.6978 0.00 0.09 -0.01
H 5.4560 1.9097 2.0561 0.04 0.00 0.01
H 5.7301 -1.0787 2.6502 0.01 0.00 -0.01
H 7.0899 0.0000 2.2836 -0.01 0.00 -0.01
H 5.8240 -0.2859 1.0688 0.00 -0.01 0.01
H 2.2160 1.0730 5.5228 0.05 0.05 0.03
H 3.9583 1.0420 5.2628 -0.03 0.05 0.04
H 2.1267 -1.4126 5.2656 0.02 -0.01 0.00
H 3.2284 -0.9603 6.5797 0.00 0.00 -0.01
H 3.8685 -1.4511 4.9997 -0.01 -0.01 0.01
H 4.7043 -1.6288 -4.4544 -0.03 -0.02 -0.04
H 3.3945 -2.7658 -4.2004 0.02 0.02 -0.06
H 5.9562 -2.6120 -2.5235 -0.01 -0.01 0.01
H 5.5926 -3.8597 -3.7271 0.00 0.00 0.01
H 4.6356 -3.7438 -2.2379 0.01 0.00 -0.01
H 6.1575 0.0079 -2.2432 0.02 0.01 0.01
H 5.3424 1.5151 -1.8737 0.01 -0.03 0.06
H 5.5547 0.2236 -4.6598 -0.01 0.02 -0.01
H 6.3158 1.7110 -4.1072 -0.02 0.01 -0.02
H 4.5664 1.6401 -4.3203 0.04 0.01 -0.01
H 0.5973 -5.2330 -3.0141 -0.06 -0.03 -0.03
H -0.7457 -6.0912 -2.2742 0.00 0.01 -0.05
H 1.9585 -5.5646 -0.9291 -0.01 -0.01 0.01
H 1.4617 -7.1135 -1.6315 -0.01 0.01 0.01
H 0.6245 -6.4647 -0.2097 0.01 0.01 0.00
C -3.0909 2.7584 0.3873 0.01 0.12 -0.12
C -1.6759 2.2458 0.3410 0.22 0.37 0.17
N -1.3212 1.2811 -0.4373 -0.77 -0.26 -0.35
N -2.4221 0.7547 -1.1295 -0.01 -0.12 0.12
C -2.2060 -0.0340 -2.1529 -0.09 0.37 0.12
S -0.8267 -0.5018 -2.9689 -0.04 0.21 0.25
S -3.8328 -0.5870 -2.7902 0.10 -0.04 -0.04
C -3.9144 0.5969 -4.1766 -0.09 -0.11 0.07
C -4.5772 1.8874 -3.7927 0.09 0.01 0.03
C -5.9640 1.9927 -3.7150 0.00 0.02 -0.02
C -6.5659 3.1766 -3.3180 0.03 0.03 0.00
C -5.7849 4.2804 -2.9911 -0.01 -0.06 0.01
C -4.4025 4.1840 -3.0628 -0.01 -0.01 0.00
C -3.8037 2.9951 -3.4598 0.04 0.04 -0.01
C -0.7099 2.9020 1.2641 -0.13 -0.09 -0.18
C -1.1760 3.5489 2.4086 0.00 -0.03 0.16
C -0.3226 4.2088 3.2765 -0.01 -0.04 0.01
C 1.0405 4.2456 3.0004 -0.07 -0.02 0.02
C 1.5328 3.6242 1.8699 0.00 -0.01 -0.03
C 0.6642 2.9520 1.0142 0.03 0.21 -0.05
O 1.1058 2.3703 -0.1171 -0.10 -0.13 -0.19
H -3.5960 2.5637 -0.5517 -0.01 -0.01 -0.02
H -3.0970 3.8284 0.5970 0.00 -0.03 0.06
H -3.6481 2.2374 1.1724 0.02 -0.02 0.00
H -4.4519 0.0922 -4.9800 -0.02 0.07 -0.03
H -2.8810 0.7563 -4.4838 -0.03 -0.04 -0.14
H -6.5741 1.1291 -3.9580 0.01 0.00 0.01
H -7.6465 3.2407 -3.2607 0.00 0.00 0.00
H -6.2525 5.2063 -2.6782 0.00 0.00 0.00
H -3.7834 5.0350 -2.8057 0.00 -0.01 0.00
H -2.7226 2.9202 -3.5080 -0.01 -0.01 0.01
H -2.2320 3.5019 2.6424 0.00 0.04 -0.02
H -0.7190 4.6913 4.1616 0.01 -0.01 0.00
H 1.7213 4.7616 3.6669 0.00 -0.02 0.00
H 2.5919 3.6360 1.6378 -0.02 -0.03 -0.01
Cl 3.1592 3.4618 -6.1591 0.02 -0.05 -0.06
C 2.2901 4.0178 -3.7810 -0.05 -0.01 0.28
Cl 1.2490 5.3510 -4.1507 0.00 -0.04 0.01
Cl 3.7770 4.4444 -2.9959 -0.06 -0.02 -0.03
C 1.6533 2.8773 -3.2349 0.13 0.14 -0.24
N 1.1658 1.9314 -2.7834 0.21 0.21 -0.23
```
Positions in Å, forces in eV/Å.

Multiplicity = 3
HOMO energy (alpha / beta) = -1.849 / -1.849 eV
Total charge = -2
Maximum force = 0.893 eV/A
Energy above the lowest of the compared OMol25 structures with the same formula, charge and spin = 66.0 kcal/mol
LUMO level (alpha / beta) = 3.7 / 3.7 eV
HOMO-LUMO gap (alpha / beta) = 5.52 / 5.51 eV